1.
{"formula": "C45H59N5O5", "method": "ωB97M-V/def2-TZVPD", "species": ["C", "O", "C", "C", "C", "C", "C", "C", "C", "C", "C", "C", "C", "C", "C", "C", "C", "C", "O", "C", "C", "O", "O", "C", "O", "H", "H", "H", "H", "H", "H", "H", "H", "H", "H", "H", "H", "H", "H", "H", "H", "H", "H", "H", "H", "H", "H", "H", "H", "H", "H", "H", "H", "H", "H", "H", "H", "H", "H", "N", "C", "C", "C", "C", "C", "H", "H", "H", "H", "H", "N", "C", "C", "C", "C", "C", "H", "H", "H", "H", "H", "N", "C", "C", "C", "C", "C", "H", "H", "H", "H", "H", "N", "C", "C", "C", "C", "C", "H", "H", "H", "H", "H", "N", "C", "C", "C", "C", "C", "H", "H", "H", "H", "H"], "positions_angstrom": [[1.677507, -0.474153, 3.706377], [2.383767, -1.014355, 2.613037], [3.090933, -0.022880, 1.854084], [2.671385, -0.222480, 0.351817], [1.568831, 0.804539, 0.013287], [1.522735, 1.267182, -1.455602], [1.665140, 0.155614, -2.502068], [0.860100, -1.130812, -2.214886], [-0.596717, -0.916428, -1.737961], [-1.020402, -1.844312, -0.618262], [-2.248145, -1.806913, -0.125078], [-3.355512, -0.895651, -0.534508], [-4.707811, -1.188844, 0.135439], [-4.982598, -0.496724, 1.510190], [-3.799449, 0.247071, 2.142539], [-3.718690, 1.727553, 1.686756], [-2.268925, 2.262003, 1.773347], [-1.801878, 2.958191, 0.483529], [-1.885563, 4.382142, 0.624532], [-0.601299, 4.961077, 0.651130], [-2.259028, -2.916033, 0.902675], [-3.176199, -3.514092, 1.279310], [-0.961309, -3.143225, 1.273005], [-0.236075, -2.905544, 0.100196], [0.733584, -3.457123, -0.159990], [1.551125, -1.210439, 4.502132], [0.658651, -0.197166, 3.395284], [2.163786, 0.394304, 4.161447], [2.872006, 0.980506, 2.212877], [4.151157, -0.285195, 1.924663], [2.296513, -1.242616, 0.305157], [3.522784, -0.105293, -0.318887], [0.580088, 0.472039, 0.342343], [1.783887, 1.699069, 0.606730], [0.536447, 1.719405, -1.611308], [2.230161, 2.069780, -1.669049], [2.720420, -0.140421, -2.506768], [1.474973, 0.520369, -3.512972], [1.438652, -1.774261, -1.561567], [0.797505, -1.665261, -3.166151], [-0.831484, 0.107097, -1.439765], [-1.259069, -1.141427, -2.580506], [-3.015561, 0.136670, -0.449421], [-3.502247, -1.064502, -1.608245], [-4.855806, -2.258962, 0.257170], [-5.490013, -0.844212, -0.544725], [-5.275471, -1.288089, 2.205603], [-5.827587, 0.188266, 1.423816], [-4.002220, 0.295287, 3.218152], [-2.839478, -0.260450, 2.042472], [-4.404339, 2.335025, 2.275049], [-4.058257, 1.798234, 0.647388], [-2.182327, 2.966319, 2.601559], [-1.558672, 1.452968, 1.972951], [-2.363028, 2.617132, -0.393912], [-0.750289, 2.726846, 0.314453], [-0.006093, 4.508855, 1.457535], [-0.040352, 4.831385, -0.285264], [-0.632865, 6.038209, 0.857482], [6.752507, 0.080238, -0.222888], [7.661174, 0.524644, -1.092093], [8.516129, -0.295062, -1.811195], [8.431276, -1.661585, -1.615712], [7.498527, -2.151465, -0.719695], [6.683942, -1.246509, -0.055668], [7.700134, 1.602679, -1.209288], [9.231313, 0.129022, -2.503236], [9.083346, -2.337746, -2.154831], [7.403466, -3.214365, -0.540608], [5.934491, -1.584084, 0.652674], [-8.496715, -4.781107, 2.672997], [-8.405804, -4.684532, 1.347178], [-7.203939, -4.684148, 0.655156], [-6.028394, -4.786642, 1.381459], [-6.100750, -4.886024, 2.760379], [-7.354194, -4.880084, 3.353354], [-9.351124, -4.603259, 0.820651], [-7.190486, -4.604701, -0.423839], [-5.070858, -4.788462, 0.881785], [-5.205636, -4.966576, 3.362216], [-7.459893, -4.959103, 4.430257], [-4.834312, 1.527738, -2.832342], [-5.151563, 0.549529, -3.684795], [-6.238032, 0.597480, -4.543408], [-7.047169, 1.720973, -4.516652], [-6.738604, 2.745699, -3.639286], [-5.626318, 2.600007, -2.824685], [-4.493483, -0.313183, -3.669030], [-6.444522, -0.225148, -5.214606], [-7.906704, 1.796235, -5.170993], [-7.345033, 3.639522, -3.586629], [-5.344792, 3.379973, -2.124956], [8.611135, -5.654182, -0.754290], [8.034599, -6.637987, -0.063665], [8.070954, -7.970531, -0.443894], [8.740787, -8.301755, -1.609657], [9.345242, -7.294518, -2.343289], [9.252057, -5.994319, -1.872659], [7.518971, -6.331973, 0.840272], [7.586575, -8.727162, 0.158048], [8.791315, -9.331080, -1.942146], [9.877503, -7.511087, -3.259496], [9.713062, -5.174120, -2.413035], [0.802867, 8.088103, 1.796404], [0.423612, 8.876572, 2.801997], [0.505039, 10.260101, 2.770143], [1.013149, 10.861012, 1.630709], [1.415343, 10.060178, 0.574967], [1.288020, 8.686302, 0.708372], [0.035339, 8.362717, 3.674850], [0.179188, 10.849537, 3.616332], [1.094590, 11.938946, 1.566230], [1.818185, 10.489767, -0.332145], [1.587109, 8.020250, -0.094331]], "atomic_forces_ev_per_a": [[-0.67, -0.07, 0.18], [0.09, 0.57, 0.53], [0.07, -1.74, -1.45], [-0.41, 0.99, 1.30], [0.63, 0.29, -0.41], [-1.05, -0.25, -0.30], [0.61, -0.35, 0.48], [-0.11, 0.63, -0.71], [0.55, -1.18, -0.01], [0.36, 0.99, -1.03], [0.25, -0.50, 0.89], [-0.44, -1.03, -0.23], [-0.47, 0.99, 0.22], [0.65, -0.79, 0.02], [-1.01, 0.91, 0.50], [0.84, -0.72, -0.30], [-0.34, 0.12, -0.47], [0.40, 0.48, 0.71], [-0.16, -0.08, -0.57], [0.54, 0.32, 0.38], [1.19, 2.86, -1.29], [-2.30, -1.95, 1.73], [0.10, -1.45, -0.01], [-3.10, 2.94, 0.76], [3.50, -1.99, -0.75], [0.22, -0.23, -0.20], [0.12, 0.21, 0.04], [0.09, 0.00, -0.16], [0.18, 0.04, 0.02], [0.05, 0.45, 0.28], [0.17, -0.06, -0.20], [0.08, 0.03, 0.08], [0.07, -0.21, -0.02], [-0.15, 0.02, -0.03], [0.04, 0.21, 0.03], [0.22, -0.14, 0.16], [-0.04, -0.06, -0.15], [-0.22, 0.20, 0.10], [-0.22, 0.08, 0.20], [0.12, -0.16, 0.09], [0.16, 0.00, 0.05], [-0.09, 0.20, 0.02], [-0.13, 0.08, 0.11], [0.11, 0.16, -0.04], [0.15, 0.02, -0.14], [0.08, -0.06, -0.12], [-0.17, 0.08, -0.03], [0.03, 0.00, 0.02], [0.22, -0.23, 0.03], [-0.04, -0.08, -0.25], [-0.04, -0.01, 0.04], [0.00, 0.02, 0.04], [0.18, 0.06, -0.07], [-0.22, -0.12, 0.07], [-0.10, 0.19, 0.08], [0.09, -0.25, -0.14], [0.05, 0.06, -0.06], [-0.21, -0.15, -0.05], [-0.41, -0.32, -0.03], [0.12, -0.38, -0.15], [-0.16, 0.22, 0.15], [0.02, 0.02, 0.00], [0.08, -0.09, -0.08], [-0.16, -0.09, 0.09], [-0.05, 0.37, 0.03], [0.04, -0.01, -0.05], [-0.02, 0.03, 0.01], [-0.01, -0.01, 0.02], [0.05, 0.00, 0.00], [0.03, -0.09, -0.02], [0.14, 0.00, -0.07], [-0.12, 0.02, 0.08], [-0.02, 0.00, 0.09], [0.04, -0.05, -0.16], [-0.04, 0.01, 0.02], [-0.14, 0.01, 0.04], [0.04, 0.00, -0.05], [-0.02, 0.00, 0.01], [0.01, 0.00, 0.04], [0.00, 0.01, -0.01], [0.06, 0.00, 0.00], [-0.17, -0.12, -0.15], [0.14, 0.10, 0.19], [0.01, -0.02, 0.01], [-0.10, 0.01, -0.07], [0.01, -0.03, -0.02], [0.19, 0.03, 0.16], [-0.04, -0.03, -0.07], [0.02, -0.01, 0.02], [0.01, 0.00, 0.01], [0.02, 0.00, 0.02], [-0.05, 0.03, -0.02], [-0.02, -0.16, -0.09], [0.00, 0.18, 0.06], [0.02, 0.01, -0.03], [0.00, -0.10, -0.03], [-0.01, 0.00, 0.02], [-0.02, 0.16, 0.07], [-0.01, -0.07, 0.01], [-0.01, 0.03, 0.01], [0.00, 0.01, 0.00], [0.00, 0.03, 0.01], [0.02, -0.05, -0.05], [0.02, 0.22, -0.02], [-0.01, -0.18, 0.01], [0.02, -0.01, -0.02], [0.01, 0.10, -0.01], [-0.01, 0.00, 0.02], [-0.02, -0.18, 0.02], [-0.01, 0.06, 0.02], [0.00, -0.03, 0.01], [0.00, -0.01, 0.00], [0.00, -0.03, 0.00], [0.02, 0.06, -0.03]], "lowdin_charge": [-0.120, -0.193, -0.189, -0.137, -0.194, -0.209, -0.198, -0.167, -0.098, -0.058, -0.067, -0.118, -0.157, -0.173, -0.204, -0.186, -0.150, -0.218, -0.190, -0.129, -0.414, 0.186, 0.149, -0.399, 0.221, 0.083, 0.080, 0.084, 0.106, 0.106, 0.094, 0.104, 0.098, 0.101, 0.087, 0.111, 0.103, 0.106, 0.081, 0.112, 0.105, 0.124, 0.108, 0.110, 0.082, 0.100, 0.100, 0.107, 0.112, 0.095, 0.112, 0.094, 0.117, 0.094, 0.114, 0.082, 0.090, 0.086, 0.065, 0.051, -0.164, -0.079, -0.081, -0.068, -0.152, 0.100, 0.099, 0.099, 0.081, 0.095, 0.048, -0.163, -0.074, -0.090, -0.068, -0.158, 0.099, 0.099, 0.084, 0.104, 0.100, 0.058, -0.160, -0.072, -0.080, -0.071, -0.151, 0.094, 0.102, 0.106, 0.102, 0.104, 0.052, -0.150, -0.072, -0.081, -0.074, -0.154, 0.105, 0.102, 0.106, 0.101, 0.098, 0.051, -0.151, -0.074, -0.083, -0.074, -0.154, 0.104, 0.101, 0.105, 0.101, 0.104], "total_charge": 0, "homo_ev": -9.205, "smiles": "COCCCCCCCC1=C(CCCCCCCOC)C(=O)OC1=O.c1ccncc1.c1ccncc1.c1ccncc1.c1ccncc1.c1ccncc1", "orbital_gap_ev": 9.394, "energy_ev": -65307.058}

=====

2.
{"formula": "C10H27AlN4OPSbSe5Si", "method": "ωB97M-V/def2-TZVPD", "species": ["Al", "C", "Si", "C", "C", "H", "H", "H", "H", "H", "H", "H", "H", "H", "C", "N", "C", "P", "O", "N", "C", "C", "N", "C", "C", "H", "H", "H", "H", "H", "H", "H", "H", "H", "H", "H", "H", "H", "H", "H", "H", "H", "H", "Se", "Sb", "Se", "Se", "Se", "Se", "C", "N"], "positions_angstrom": [[0.410745, -0.470104, 1.864868], [-0.486559, 2.894770, 1.473005], [-0.300052, 1.624736, 2.886708], [0.882708, 2.414303, 4.133649], [-1.993112, 1.553049, 3.754660], [-0.926277, 3.828868, 1.828942], [-1.107832, 2.510085, 0.666233], [0.496742, 3.111679, 1.056237], [0.528817, 3.407182, 4.415861], [1.881167, 2.496580, 3.710524], [0.958685, 1.810295, 5.035731], [-2.255113, 2.518417, 4.193558], [-1.981395, 0.809078, 4.549580], [-2.782899, 1.260247, 3.063781], [1.187607, 1.625374, -2.330193], [1.007089, 0.176875, -2.383423], [2.282401, -0.511616, -2.581418], [-0.125294, -0.509990, -1.412238], [0.067626, -0.337391, 0.062312], [-1.515875, 0.254898, -1.878397], [-2.684424, 0.218393, -1.021999], [-1.800064, 0.693163, -3.222606], [-0.188847, -2.122543, -1.727682], [0.491515, -3.116158, -0.902221], [-0.515615, -2.587122, -3.056957], [1.961360, 1.878463, -1.599683], [0.260068, 2.112859, -2.036082], [1.479874, 1.980462, -3.322611], [2.981203, -0.300369, -1.768483], [2.703018, -0.180273, -3.531479], [2.134598, -1.587687, -2.617654], [-2.406848, -0.001184, 0.007758], [-3.402877, -0.536905, -1.361178], [-3.173141, 1.197037, -1.035022], [-0.906683, 0.631529, -3.840441], [-2.146514, 1.731945, -3.210988], [-2.591083, 0.082006, -3.677112], [0.680216, -2.731661, 0.100952], [1.459414, -3.397562, -1.333743], [-0.151150, -3.994948, -0.818283], [-1.011002, -1.805879, -3.630722], [-1.190857, -3.446829, -2.992153], [0.380954, -2.898568, -3.606238], [2.730822, 0.968051, 1.170602], [3.804282, -1.235458, 1.475222], [1.728229, -2.273315, 2.576229], [5.640175, -1.273140, 3.054382], [4.145424, -2.440940, -0.628054], [-1.915376, -1.804856, 1.916522], [-2.235232, -2.035826, 3.707758], [-2.490614, -2.190017, 4.821988]], "atomic_forces_ev_per_a": [[0.44, 0.66, -0.02], [0.10, -0.07, 0.16], [-0.25, -0.12, 0.08], [-0.06, -0.08, -0.11], [0.15, 0.09, -0.05], [-0.04, 0.10, 0.05], [-0.14, -0.09, -0.12], [0.10, 0.04, -0.07], [-0.04, 0.14, 0.05], [0.10, 0.02, -0.06], [-0.01, -0.10, 0.12], [-0.04, 0.12, 0.04], [0.00, -0.08, 0.09], [-0.07, -0.03, -0.10], [-0.05, 0.01, 0.09], [-0.25, 0.07, 0.02], [-0.09, 0.00, -0.05], [0.31, -0.18, -0.03], [-0.56, -0.14, -0.15], [0.17, -0.07, 0.05], [-0.05, 0.03, 0.18], [0.05, 0.01, -0.14], [-0.09, 0.26, -0.08], [0.10, -0.08, 0.09], [-0.03, 0.01, -0.03], [-0.01, 0.03, -0.01], [-0.01, 0.06, 0.01], [0.03, 0.04, -0.01], [-0.08, -0.01, -0.14], [0.08, 0.04, -0.12], [0.07, 0.05, 0.04], [-0.03, 0.00, -0.06], [-0.01, 0.00, 0.03], [-0.02, 0.01, -0.01], [-0.02, 0.01, 0.00], [-0.01, 0.02, -0.02], [0.01, 0.00, -0.02], [0.00, -0.11, -0.15], [-0.11, 0.02, 0.08], [-0.05, -0.04, 0.03], [-0.03, 0.01, -0.03], [0.03, 0.02, 0.00], [0.01, 0.00, -0.01], [0.02, 0.15, -0.13], [0.06, -0.30, 0.14], [0.13, -0.22, 0.10], [0.00, 0.02, -0.08], [0.34, -0.18, 0.29], [-0.09, -0.16, 0.08], [0.04, 0.08, -0.46], [-0.08, -0.06, 0.42]], "lowdin_charge": [-0.572, -0.239, 0.387, -0.244, -0.256, 0.013, -0.001, -0.003, 0.012, -0.012, 0.021, 0.008, 0.005, 0.005, -0.114, -0.289, -0.154, 0.596, -0.355, -0.292, -0.108, -0.139, -0.287, -0.119, -0.108, 0.044, 0.072, 0.079, -0.012, 0.081, 0.026, 0.001, 0.087, 0.086, 0.071, 0.083, 0.078, -0.011, 0.030, 0.087, 0.059, 0.084, 0.084, 0.034, -0.240, 0.161, -0.325, -0.169, 0.596, -0.840, 0.003], "total_charge": -2, "homo_ev": -1.538, "orbital_gap_ev": 5.481, "energy_ev": -375858.391}

=====

3.
{"formula": "C3H6NPS", "method": "ωB97M-V/def2-TZVPD", "species": ["C", "C", "C", "N", "P", "S", "H", "H", "H", "H", "H", "H"], "positions_angstrom": [[-1.522499, -1.608062, -1.455127], [-0.065687, 1.511944, 0.382129], [1.343405, 1.063143, 0.254488], [-2.336860, -1.075088, -0.897078], [0.200002, -1.438894, 1.230151], [1.851807, -0.531167, 0.310836], [-0.219206, 1.642015, 1.427665], [-0.306997, 2.435279, -0.120153], [-0.660436, 0.798422, -0.086621], [2.112901, 1.914062, 0.292125], [-0.807991, -1.964068, -2.022893], [0.411563, -2.747586, 0.684478]], "atomic_forces_ev_per_a": [[-1.08, 0.55, 0.59], [1.51, 0.54, -0.16], [1.52, 1.78, -0.38], [-2.40, 1.27, 1.49], [0.49, -0.19, -0.09], [-0.74, 0.25, 0.46], [-0.98, -0.05, 0.94], [0.51, 0.61, -0.10], [-1.54, -1.49, -0.12], [-0.79, -1.77, -0.27], [3.21, -1.83, -2.37], [0.30, 0.32, 0.03]], "lowdin_charge": [-0.123, -0.226, -0.634, 0.075, 0.417, 0.485, 0.068, 0.076, -0.016, 0.081, 0.007, -0.210], "total_charge": 0, "homo_ev": [-7.412, -7.636], "relative_energy_kcal_mol": 70.1, "orbital_gap_ev": [6.700, 7.592], "energy_ev": -24818.917}

=====

4.
{"formula": "ClFeH8O4", "method": "ωB97M-V/def2-TZVPD", "species": ["Fe", "Cl", "O", "H", "H", "O", "H", "H", "O", "H", "H", "O", "H", "H"], "positions_angstrom": [[15.857390, 14.043490, 6.030460], [14.642390, 13.777690, 3.886300], [15.215820, 16.561760, 2.197140], [15.932700, 16.295020, 1.621670], [15.031600, 15.785830, 2.726500], [14.304110, 10.393050, 3.678700], [14.049160, 11.283320, 3.920890], [15.085640, 10.216370, 4.202370], [12.573990, 16.271330, 3.667640], [13.131900, 15.517490, 3.476100], [11.900340, 15.928300, 4.254810], [16.622320, 12.152130, 1.514770], [16.338180, 12.909070, 2.027160], [16.450620, 11.400340, 2.081830]], "atomic_forces_ev_per_a": [[-1.27, -0.23, -2.07], [1.57, 0.21, 2.61], [-0.30, 0.62, 0.24], [0.60, 0.05, -0.81], [-0.06, -0.48, 0.30], [0.24, 0.23, -0.32], [-0.37, 0.10, 0.03], [0.20, -0.46, 0.25], [0.30, 0.66, -0.24], [-0.03, -0.49, -0.29], [-0.77, -0.05, 0.46], [0.26, 0.28, -0.46], [-0.16, 0.42, 0.11], [-0.21, -0.86, 0.18]], "lowdin_charge": [1.288, 0.164, 0.168, 0.102, -0.056, -0.021, -0.055, 0.036, 0.138, -0.057, 0.096, 0.140, -0.006, 0.065], "total_charge": 2, "homo_ev": [-18.282, -17.490], "relative_energy_kcal_mol": 0.0, "orbital_gap_ev": [5.803, 2.692], "energy_ev": -55203.760, "spin_multiplicity": 6}

=====

Which formula does entry 2 have? C10H27AlN4OPSbSe5Si